1.
Formula: C3H4N2S2
Source: OMol25
Level of theory: the ωB97M-V functional and the def2-TZVPD basis

```
11
C3H4N2S2 (the ωB97M-V functional and the def2-TZVPD basis)
C 2.05 0.23 1.32
C 0.47 0.26 -0.87
C -2.07 -0.34 -0.03
N 1.66 0.48 2.41
N 2.28 0.47 0.09
S 0.43 0.27 -2.44
S -0.54 0.49 0.46
H -2.65 0.23 -0.71
H -2.76 -0.65 0.81
H -1.67 -1.22 -0.66
H 2.78 -0.24 -0.38
```

As for the spin multiplicity: 1. As for the net charge: 0. As for the total energy: -27822.9622 eV. The value obtained for the LUMO energy is -0.03635 hartree. For the relative energy (zero: lowest compared OMol25 entry of this formula, charge and spin), the calculation gives 88.3 kcal/mol.


2.
Formula: C3H4N2S2
Source: OMol25
Level of theory: the ωB97M-V functional and the def2-TZVPD basis

```
11
C3H4N2S2 (the ωB97M-V functional and the def2-TZVPD basis)
C 1.51 0.31 0.07
C -1.48 0.74 -0.07
C -1.23 -0.15 0.89
N 0.62 -1.65 -0.20
N 1.38 -0.63 -0.79
S 2.09 1.78 0.23
S 0.30 -0.73 1.34
H -2.36 0.94 -0.54
H -0.68 1.08 -0.61
H -2.09 -0.73 1.24
H 1.94 -0.95 -1.55
```

As for the spin multiplicity: 1. As for the net charge: 0. As for the total energy: -27820.8635 eV. The value obtained for the LUMO energy (alpha / beta) is -0.02381 / -0.02381 hartree. For the relative energy (zero: lowest compared OMol25 entry of this formula, charge and spin), the calculation gives 136.6 kcal/mol.


3.
Formula: C3H4N2S3
Source: OMol25
Level of theory: the ωB97M-V functional and the def2-TZVPD basis

```
12
C3H4N2S3 (the ωB97M-V functional and the def2-TZVPD basis)
C 0.50 1.34 -1.00
C 0.64 0.42 0.15
C -1.42 -0.79 3.16
H -0.21 -1.26 -1.85
H 0.52 2.49 -0.79
H -1.25 -1.64 3.92
H -2.33 -0.29 3.23
N -0.08 1.12 -2.12
N -0.47 -0.67 2.32
S -0.51 -0.36 -2.81
S 1.83 -0.70 0.41
S -0.78 0.54 1.16
```

As for the spin multiplicity: 1. As for the net charge: 0. As for the total energy: -38658.6872 eV. The value obtained for the LUMO energy is -0.02829 hartree. For the relative energy (zero: lowest compared OMol25 entry of this formula, charge and spin), the calculation gives 58.5 kcal/mol.


4.
Formula: C3H4N3
Source: OMol25
Level of theory: the ωB97M-V functional and the def2-TZVPD basis

```
10
C3H4N3 (the ωB97M-V functional and the def2-TZVPD basis)
C -0.27 -1.22 -2.00
N -0.35 -0.26 -1.01
N 0.20 0.23 -0.06
C -0.17 0.64 1.14
C 0.71 1.25 1.93
N 1.55 1.60 2.65
H -0.50 -1.01 -3.01
H -0.33 -2.33 -1.64
H -1.19 0.24 1.43
H 1.88 2.29 3.28
```

As for the spin multiplicity: 1. Its SMILES is C=N/N=C/C#[NH+]. As for the net charge: +1. As for the total energy: -7634.2504 eV. The value obtained for the LUMO energy is -0.19079 hartree. For the relative energy (zero: lowest compared OMol25 entry of this formula, charge and spin), the calculation gives 47.4 kcal/mol.


5.
Formula: C3H4N3
Source: OMol25
Level of theory: the ωB97M-V functional and the def2-TZVPD basis

```
10
C3H4N3 (the ωB97M-V functional and the def2-TZVPD basis)
C -0.42 -1.10 -0.24
C -0.05 0.19 -0.06
C 1.38 0.58 -0.14
N -2.74 -0.60 0.27
N -1.11 0.97 0.41
N -2.10 0.28 0.55
H -0.17 -2.23 -0.30
H 1.71 0.70 0.80
H 1.60 1.53 -0.76
H 1.90 -0.31 -0.52
```

As for the spin multiplicity: 1. As for the net charge: +1. As for the total energy: -7631.1674 eV. The value obtained for the LUMO energy (alpha / beta) is -0.31308 / -0.30678 hartree. For the relative energy (zero: lowest compared OMol25 entry of this formula, charge and spin), the calculation gives 118.5 kcal/mol.


6.
Formula: C3H4N3O2S
Source: OMol25
Level of theory: the ωB97M-V functional and the def2-TZVPD basis

```
13
C3H4N3O2S (the ωB97M-V functional and the def2-TZVPD basis)
O 2.16 -0.36 -3.13
N 2.51 0.48 -2.31
O 3.28 1.36 -2.56
N 2.24 0.32 -0.99
C 1.15 0.00 -0.45
N 0.21 -0.06 0.30
C -0.90 -0.72 0.89
C -1.81 0.23 1.56
S -3.56 -0.18 1.82
H -0.61 -1.64 1.53
H -1.39 -1.22 0.03
H -1.41 0.68 2.53
H -1.87 1.10 0.78
```

As for the spin multiplicity: 1. Its SMILES is O=[N+]([O-])N=C=NCC[S-]. As for the net charge: -1. As for the total energy: -22572.4249 eV. The value obtained for the LUMO energy is 0.09937 hartree. For the relative energy (zero: lowest compared OMol25 entry of this formula, charge and spin), the calculation gives 117.3 kcal/mol.


7.
Formula: C3H4N3S
Source: OMol25
Level of theory: the ωB97M-V functional and the def2-TZVPD basis

```
11
C3H4N3S (the ωB97M-V functional and the def2-TZVPD basis)
C -1.03 1.29 -1.93
C -0.12 0.60 0.05
C -0.91 0.23 -2.70
N -0.50 1.63 -0.71
N -0.35 -0.64 -0.30
N 0.18 -1.48 0.77
S -0.31 -0.89 -3.69
H -1.51 2.29 -2.32
H 0.61 0.85 0.95
H 1.01 -2.10 0.27
H -0.55 -2.16 0.94
```

As for the spin multiplicity: 1. As for the net charge: -1. As for the total energy: -18478.7194 eV. The value obtained for the LUMO energy is 0.13272 hartree. For the relative energy (zero: lowest compared OMol25 entry of this formula, charge and spin), the calculation gives 86.7 kcal/mol.


8.
Formula: C3H4N4
Source: OMol25
Level of theory: the ωB97M-V functional and the def2-TZVPD basis

```
11
C3H4N4 (the ωB97M-V functional and the def2-TZVPD basis)
N 2.01 -0.13 -0.44
C 0.61 -0.15 -0.31
C -0.10 0.86 0.46
N -1.34 0.77 0.74
C -2.58 0.66 0.76
N -0.79 -1.85 -1.39
N -0.12 -1.07 -0.90
H 2.47 -0.91 0.02
H 2.33 -0.06 -1.40
H 0.47 1.73 0.79
H -2.96 0.16 1.67
```

As for the spin multiplicity: 1. As for the net charge: 0. As for the total energy: -9131.7903 eV. The value obtained for the LUMO energy is 0.02144 hartree. For the relative energy (zero: lowest compared OMol25 entry of this formula, charge and spin), the calculation gives 116.9 kcal/mol.